{
  "formula": "C49H52N7O18PSi",
  "method": "ωB97M-V/def2-TZVPD",
  "elements": ["C", "C", "C", "Si", "O", "O", "C", "C", "C", "O", "P", "C", "O", "H", "H", "H", "H", "H", "H", "H", "H", "H", "H", "H", "H", "H", "H", "H", "H", "H", "C", "C", "C", "C", "C", "C", "N", "O", "O", "H", "H", "H", "H", "H", "C", "C", "C", "C", "C", "C", "N", "O", "O", "H", "H", "H", "H", "H", "C", "C", "C", "C", "C", "C", "N", "O", "O", "H", "H", "H", "H", "H", "C", "C", "C", "C", "C", "C", "N", "O", "O", "H", "H", "H", "H", "H", "C", "C", "C", "C", "C", "C", "N", "O", "O", "H", "H", "H", "H", "H", "C", "C", "C", "C", "C", "C", "N", "O", "O", "H", "H", "H", "H", "H", "C", "C", "C", "C", "C", "C", "N", "O", "O", "H", "H", "H", "H", "H"],
  "xyz": [[3.959119, 2.174799, -2.015979], [4.035502, 2.368065, -3.347909], [2.857611, 2.510762, -4.277011], [1.750143, 0.984661, -4.389658], [1.840118, 0.488168, -5.978501], [0.208905, 1.409408, -3.950759], [-0.883633, 0.774164, -4.618745], [-2.203463, 1.363805, -4.144191], [-2.304758, 1.526410, -2.640158], [-3.235330, 0.465203, -4.594141], [2.497602, -0.751002, -3.159651], [0.979926, -1.759186, -2.805561], [3.393135, -1.604661, -4.258343], [3.220244, 2.654726, -1.383621], [4.654867, 1.463020, -1.580753], [5.021593, 2.459652, -3.797317], [3.248219, 2.691767, -5.281096], [2.242755, 3.390121, -4.042348], [1.598806, 1.187703, -6.594059], [-0.903019, -0.302773, -4.436582], [-0.798096, 0.950959, -5.691468], [-2.441162, 2.298195, -4.646875], [-3.363580, 1.642240, -2.403314], [-1.936769, 0.657115, -2.093563], [-1.824660, 2.444504, -2.308828], [-3.120968, -0.353555, -4.101931], [1.068268, -2.139739, -1.790967], [0.929304, -2.621974, -3.470154], [0.062911, -1.177265, -2.874683], [3.578282, -2.472982, -3.877945], [-5.223813, 0.206049, 2.882823], [-5.613871, 0.658009, 1.629168], [-4.845718, 1.596206, 0.959604], [-3.692651, 2.063234, 1.562959], [-3.289021, 1.630450, 2.812145], [-4.065708, 0.693965, 3.473997], [-2.862814, 3.043844, 0.847678], [-3.251277, 3.420540, -0.241184], [-1.839802, 3.417681, 1.378783], [-5.824463, -0.530081, 3.400432], [-6.516215, 0.278150, 1.170765], [-5.140790, 1.954060, -0.015401], [-2.385423, 2.013792, 3.261774], [-3.764709, 0.342597, 4.451183], [-2.805736, 7.370166, 0.016543], [-2.709027, 8.749519, -0.122041], [-2.935571, 9.344085, -1.353543], [-3.259923, 8.538691, -2.429316], [-3.355007, 7.165849, -2.311622], [-3.125341, 6.578856, -1.078443], [-3.522216, 9.158999, -3.738421], [-3.413879, 10.363256, -3.824683], [-3.833852, 8.426403, -4.656973], [-2.630602, 6.909756, 0.980211], [-2.458157, 9.364783, 0.731020], [-2.862108, 10.414781, -1.470494], [-3.606473, 6.558016, -3.167428], [-3.200457, 5.505510, -0.982639], [3.271037, -7.202725, 1.282952], [3.204218, -5.818172, 1.357220], [3.167895, -5.058592, 0.199425], [3.199107, -5.710161, -1.021015], [3.274058, -7.087983, -1.118135], [3.310804, -7.835175, 0.047000], [3.144271, -4.917224, -2.253217], [3.096273, -3.702827, -2.144731], [3.145691, -5.502417, -3.313958], [3.297634, -7.780252, 2.188784], [3.178774, -5.332184, 2.321611], [3.117716, -3.981011, 0.248739], [3.302664, -7.571037, -2.083211], [3.368295, -8.913435, -0.008861], [8.084552, 5.878129, -0.424031], [7.205270, 4.877930, -0.816690], [7.088950, 3.720786, -0.064185], [7.857740, 3.588192, 1.076393], [8.743364, 4.569385, 1.481793], [8.854650, 5.721964, 0.721247], [7.721959, 2.369108, 1.891768], [6.952273, 1.515693, 1.504601], [8.386826, 2.293170, 2.904706], [8.169711, 6.782702, -1.011678], [6.605630, 4.997287, -1.708715], [6.406808, 2.940430, -0.369270], [9.335566, 4.439880, 2.375016], [9.541069, 6.500366, 1.024552], [1.787932, -9.697114, 7.574348], [2.505363, -10.512791, 6.708386], [3.227788, -9.954908, 5.667179], [3.217755, -8.580056, 5.516093], [2.504963, -7.752100, 6.364781], [1.783292, -8.319085, 7.402531], [3.998530, -7.981498, 4.425270], [4.601476, -8.732172, 3.680407], [4.001733, -6.769640, 4.323774], [1.228090, -10.137502, 8.388997], [2.504879, -11.585376, 6.845467], [3.789076, -10.579837, 4.989213], [2.511226, -6.681803, 6.222126], [1.231198, -7.694949, 8.078750], [-3.922188, 4.011212, -6.569842], [-4.433707, 3.010942, -7.385216], [-5.724468, 3.111575, -7.877550], [-6.479086, 4.220898, -7.543934], [-5.989547, 5.224980, -6.729506], [-4.698821, 5.114374, -6.238661], [-7.845259, 4.340807, -8.081270], [-8.257927, 3.436042, -8.776902], [-8.476634, 5.337015, -7.797058], [-2.911642, 3.932693, -6.190810], [-3.827580, 2.152073, -7.638273], [-6.133339, 2.339314, -8.511268], [-6.600465, 6.079816, -6.481506], [-4.299561, 5.892783, -5.601818], [-4.043816, -3.333001, 8.339454], [-3.903072, -4.221583, 7.281489], [-2.899923, -5.176256, 7.304723], [-2.054450, -5.223431, 8.397450], [-2.173357, -4.344949, 9.458362], [-3.178323, -3.392517, 9.423732], [-1.001365, -6.248688, 8.437024], [-0.901960, -6.997849, 7.485882], [-0.290291, -6.292227, 9.421149], [-4.831896, -2.591972, 8.319793], [-4.577352, -4.173398, 6.437776], [-2.782240, -5.871624, 6.487321], [-1.497199, -4.401094, 10.298074], [-3.287888, -2.698401, 10.245166]],
  "forces_ev_per_angstrom": [[0.427, 0.144, -0.706], [-0.359, 0.366, 0.617], [0.146, 1.067, 0.260], [0.586, -0.433, -0.574], [-0.457, 0.256, 0.215], [0.057, -0.123, -0.238], [-0.002, 0.792, 0.049], [-0.491, -0.886, 0.240], [-0.396, 0.460, -0.127], [0.107, 0.243, -0.187], [0.209, 0.266, 1.142], [-0.002, -0.058, -0.235], [-0.388, -0.070, -0.374], [-0.783, -0.957, -0.154], [0.665, 0.972, 0.494], [0.009, -1.349, -0.248], [-0.134, -0.039, -0.096], [-0.124, -0.098, 0.132], [0.115, -0.086, -0.237], [0.100, -0.045, -0.004], [-0.017, -0.274, -0.090], [0.177, 0.133, 0.028], [-0.029, -0.011, 0.021], [0.230, 0.024, -0.024], [0.315, -0.184, 0.148], [-0.079, -0.118, -0.008], [0.001, 0.007, 0.046], [-0.116, 0.082, -0.166], [-0.018, 0.016, -0.003], [0.140, -0.032, 0.080], [0.019, 0.016, -0.008], [0.036, -0.026, 0.087], [-0.128, -0.028, -0.130], [-0.076, -0.117, 0.050], [0.108, -0.019, 0.158], [-0.086, -0.030, -0.053], [0.012, -0.011, 0.008], [-0.075, -0.028, -0.008], [0.045, 0.051, 0.048], [-0.009, 0.003, 0.004], [-0.006, 0.009, -0.014], [0.085, 0.054, -0.009], [0.026, 0.053, -0.088], [0.016, 0.007, 0.006], [-0.003, 0.041, -0.021], [-0.016, -0.109, -0.023], [0.038, 0.152, 0.116], [0.008, -0.046, 0.100], [-0.033, -0.166, -0.039], [-0.018, 0.031, -0.020], [0.027, 0.006, 0.021], [0.004, 0.062, -0.006], [-0.019, -0.053, -0.071], [0.020, -0.007, -0.004], [0.005, 0.017, -0.005], [-0.032, -0.004, -0.099], [-0.018, 0.070, -0.052], [0.054, 0.044, 0.053], [-0.099, 0.157, -0.200], [-0.047, -0.010, -0.064], [-0.003, 0.104, 0.107], [-0.018, -0.058, 0.133], [0.010, -0.172, -0.082], [-0.027, 0.055, 0.089], [0.006, -0.003, -0.019], [0.153, -0.024, 0.028], [0.024, -0.032, -0.069], [0.002, -0.086, -0.119], [0.038, 0.004, 0.010], [0.002, 0.006, -0.103], [-0.009, 0.092, -0.050], [0.009, -0.007, -0.012], [-0.002, -0.014, 0.009], [0.075, 0.081, 0.032], [-0.159, -0.082, -0.162], [0.009, 0.130, -0.071], [0.125, 0.103, 0.099], [-0.063, -0.008, -0.076], [0.017, -0.007, -0.004], [-0.054, -0.051, -0.030], [0.045, -0.001, 0.057], [0.007, 0.001, -0.006], [-0.017, -0.025, 0.000], [0.014, -0.045, 0.098], [-0.048, -0.093, 0.022], [0.010, -0.004, 0.013], [0.023, -0.003, -0.036], [-0.070, 0.069, 0.048], [0.044, -0.179, -0.036], [-0.091, -0.041, 0.106], [-0.061, 0.133, 0.066], [0.309, -0.253, -0.049], [0.140, -0.055, 0.185], [0.012, 0.003, 0.106], [-0.028, -0.038, 0.004], [-0.004, 0.004, 0.004], [0.007, -0.008, -0.012], [0.044, 0.083, -0.045], [0.076, -0.007, -0.068], [-0.022, 0.066, 0.082], [-0.035, 0.032, 0.003], [0.032, 0.064, 0.052], [0.054, -0.155, -0.076], [0.135, -0.003, 0.039], [-0.002, 0.148, 0.101], [0.078, -0.087, 0.006], [-0.002, -0.011, 0.022], [-0.024, -0.060, -0.048], [-0.042, 0.061, 0.025], [0.013, 0.020, -0.012], [-0.018, -0.027, 0.019], [-0.090, 0.055, -0.015], [-0.068, -0.026, -0.064], [-0.012, 0.045, -0.034], [0.015, -0.011, -0.004], [0.003, 0.064, 0.081], [-0.078, -0.046, -0.165], [-0.102, 0.096, -0.001], [0.033, 0.080, 0.165], [-0.054, -0.006, -0.084], [-0.062, 0.024, -0.036], [-0.210, 0.077, -0.023], [0.050, -0.008, 0.047], [-0.002, 0.006, 0.000], [0.002, -0.013, -0.013], [0.076, -0.052, 0.051], [0.047, -0.085, -0.039], [0.011, -0.001, 0.013]],
  "lowdin_charge": [-0.060, -0.263, -0.238, 0.325, -0.154, -0.205, -0.209, -0.399, -0.041, -0.047, 0.791, -0.317, -0.374, 0.062, 0.052, 0.093, 0.070, 0.086, 0.056, 0.110, 0.119, 0.123, 0.077, 0.088, 0.078, 0.085, 0.012, 0.043, -0.003, 0.007, -0.070, -0.062, 0.000, -0.144, -0.001, -0.065, -0.332, 0.044, 0.091, 0.106, 0.110, 0.119, 0.121, 0.107, -0.061, -0.065, -0.005, -0.148, 0.002, -0.052, -0.352, 0.084, 0.063, 0.107, 0.107, 0.118, 0.107, 0.077, -0.056, -0.050, 0.006, -0.147, -0.002, -0.050, -0.325, 0.025, 0.094, 0.069, 0.101, 0.121, 0.119, 0.111, -0.073, -0.062, 0.000, -0.146, -0.006, -0.068, -0.356, 0.079, 0.075, 0.106, 0.107, 0.100, 0.118, 0.107, -0.056, -0.064, -0.006, -0.146, 0.009, -0.062, -0.349, 0.066, 0.073, 0.111, 0.107, 0.118, 0.121, 0.069, -0.073, -0.059, -0.002, -0.147, 0.003, -0.054, -0.356, 0.075, 0.077, 0.098, 0.110, 0.119, 0.121, 0.089, -0.070, -0.064, -0.001, -0.145, 0.000, -0.062, -0.336, 0.073, 0.079, 0.107, 0.108, 0.120, 0.120, 0.110],
  "orbital_gap_ev": 6.2,
  "total_energy_ha": -4266.2492,
  "spin_multiplicity": 1,
  "smiles": "C=CC[Si@](O)(OC[C@H](C)O)P(C)O.O=[N+]([O-])c1ccccc1.O=[N+]([O-])c1ccccc1.O=[N+]([O-])c1ccccc1.O=[N+]([O-])c1ccccc1.O=[N+]([O-])c1ccccc1.O=[N+]([O-])c1ccccc1.O=[N+]([O-])c1ccccc1",
  "homo_energy_ha": -0.26725
}